Record 1
Molecular formula: C21H59N7O6
Method: DFT, the ωB97M-V functional and the def2-TZVPD basis

```
93
Properties=species:S:1:pos:R:3:forces:R:3:lowdin_charge:R:1
C -0.621 -0.257 1.480 -0.769 -0.242 -1.164 -0.781
O -0.886 0.767 0.904 -0.530 2.951 -0.854 0.014
N 0.506 -0.504 2.075 3.338 0.858 1.746 0.168
N -1.399 -1.293 1.479 -3.038 -4.351 0.494 0.200
H 1.096 0.316 2.078 0.470 -0.506 -0.057 0.106
H 0.883 -1.433 1.953 0.577 -0.268 0.503 0.049
H -1.180 -2.149 1.969 0.667 0.436 0.269 0.075
H -2.321 -1.435 1.090 -0.117 1.296 -0.718 0.058
C 0.028 5.397 -0.962 0.821 0.497 -0.316 -0.048
C 0.526 4.213 -1.826 -0.777 -0.503 -0.144 -0.395
C 1.453 4.609 -3.020 -0.716 -0.478 -0.571 -0.181
O 0.686 5.041 -4.173 1.376 0.573 0.331 -0.217
C 1.603 5.484 -5.228 -2.519 -0.780 0.165 -0.097
N 0.980 3.013 -1.120 0.309 0.205 0.120 0.040
H 0.872 5.943 -0.543 0.304 0.196 -0.135 0.068
H -0.591 5.219 -0.082 -0.195 -0.832 -0.278 0.049
H -0.532 6.090 -1.589 0.055 0.102 -0.104 0.074
H -0.375 3.737 -2.213 -0.170 0.802 -1.071 0.131
H 1.992 3.774 -3.468 0.149 -0.635 0.996 0.110
H 2.219 5.345 -2.774 -0.107 0.431 0.337 0.112
H 1.594 6.574 -5.194 0.668 -0.062 -0.207 0.082
H 1.069 5.112 -6.102 0.061 0.556 -0.442 0.077
H 2.563 4.974 -5.307 0.234 0.246 0.799 0.080
H 0.117 2.573 -0.834 0.314 -0.587 0.463 0.045
H 1.535 3.168 -0.290 0.127 0.196 0.085 0.061
C 0.872 -5.437 0.465 0.226 0.549 0.422 -0.169
C 0.372 -4.195 1.308 -1.523 -2.030 0.871 -0.380
C -0.719 -4.733 2.423 1.524 1.021 -1.709 -0.256
O -2.038 -4.617 1.894 0.105 0.549 0.768 -0.240
C -3.012 -4.182 2.850 0.640 -0.755 -0.005 -0.134
N 1.439 -3.446 2.025 -0.624 -0.903 -0.947 0.012
H 1.177 -5.161 -0.544 -0.142 0.176 -0.122 0.047
H 0.160 -6.261 0.410 -0.508 0.296 -0.104 0.053
H 1.744 -5.936 0.887 0.144 0.326 0.424 0.022
H -0.156 -3.518 0.636 -0.027 -0.048 0.053 0.090
H -0.541 -4.136 3.318 -0.449 0.245 0.160 0.072
H -0.449 -5.758 2.675 -0.209 -0.165 -0.046 0.080
H -3.945 -4.057 2.300 0.005 0.030 0.198 0.076
H -2.737 -3.291 3.414 0.194 0.555 -0.499 0.070
H -3.100 -4.912 3.654 -0.393 -0.462 -0.108 0.072
H 2.257 -3.783 1.537 0.890 0.526 -0.199 0.030
H 1.544 -3.952 2.893 0.177 0.059 0.822 -0.014
C 7.349 -1.097 -1.906 -2.544 -1.008 0.439 -0.091
C 7.385 -0.349 -0.582 1.299 1.314 -2.047 -0.434
C 6.548 -0.780 0.625 0.025 -0.308 1.495 -0.191
O 5.121 -0.912 0.616 0.433 0.981 -2.184 -0.193
C 4.486 -1.348 1.782 0.283 -0.021 0.859 -0.199
N 8.828 -0.285 -0.250 0.048 -0.627 1.271 0.008
H 7.959 -0.880 -2.783 0.323 0.941 0.512 0.071
H 6.303 -0.969 -2.185 -0.176 -0.622 -0.710 0.075
H 7.540 -2.152 -1.708 -0.229 -0.258 0.032 0.075
H 7.224 0.711 -0.779 -0.890 0.068 -0.100 0.129
H 6.849 0.005 1.319 -0.199 0.068 0.555 0.117
H 6.953 -1.702 1.043 0.262 -0.370 -0.086 0.116
H 4.863 -2.335 2.052 -0.101 -0.130 0.324 0.058
H 3.398 -1.373 1.728 0.067 -0.345 -1.117 0.058
H 4.565 -0.654 2.618 0.881 0.202 0.299 0.072
H 9.085 -1.257 -0.152 0.420 -0.432 0.548 0.055
H 9.277 -0.084 -1.132 0.113 0.527 -0.073 0.055
C -4.404 3.121 2.251 -0.665 2.455 -0.249 -0.076
C -3.284 3.349 1.241 -0.907 0.540 -0.402 -0.441
C -1.925 3.585 1.863 0.394 -0.576 1.228 -0.198
O -1.730 4.898 2.396 -2.300 -0.365 -2.939 -0.194
C -0.465 5.240 2.792 -0.267 -0.335 2.290 -0.149
N -3.296 2.210 0.319 0.681 0.179 0.643 0.047
H -5.312 3.100 1.650 -0.262 -0.905 0.073 0.074
H -4.593 4.075 2.743 0.276 0.137 0.621 0.070
H -4.338 2.359 3.028 0.335 -0.291 -0.491 0.084
H -3.536 4.174 0.575 -0.137 0.767 0.611 0.128
H -1.126 3.207 1.224 0.262 0.687 -0.456 0.093
H -1.870 2.881 2.693 0.131 -0.257 0.461 0.125
H -0.486 4.796 3.788 1.460 -0.200 0.536 0.085
H -0.505 6.308 3.008 0.541 0.150 -0.596 0.090
H 0.378 4.871 2.208 -0.086 0.215 -0.291 0.085
H -2.377 1.846 0.526 0.088 -1.470 -0.761 0.002
H -3.965 1.590 0.753 0.203 -0.696 -0.357 0.040
C -3.162 -3.540 -0.919 0.782 -1.256 -1.287 -0.074
C -3.440 -2.139 -1.323 -0.254 -0.466 -0.087 -0.434
C -4.344 -1.986 -2.571 0.401 -1.181 -1.096 -0.153
O -5.508 -2.840 -2.622 0.274 0.606 2.004 -0.190
C -6.348 -2.859 -3.724 -0.856 -0.033 -0.541 -0.149
N -3.833 -1.481 -0.095 -2.015 0.847 -0.181 0.035
H -2.331 -3.529 -0.214 -0.257 -0.425 0.040 0.058
H -2.884 -4.068 -1.830 0.526 -0.309 0.039 0.083
H -4.010 -4.133 -0.575 -0.186 0.460 0.448 0.088
H -2.486 -1.663 -1.550 0.068 -0.018 -0.675 0.143
H -3.860 -2.388 -3.461 1.253 0.544 0.041 0.120
H -4.466 -0.915 -2.735 -0.917 0.169 -0.036 0.121
H -6.242 -3.687 -4.425 0.836 -0.554 0.157 0.075
H -6.333 -1.999 -4.394 0.075 0.586 0.438 0.084
H -7.348 -3.023 -3.323 -0.228 0.416 -0.093 0.083
H -4.531 -2.059 0.352 -0.035 -0.612 0.369 0.077
H -4.451 -0.745 -0.404 0.211 1.140 0.297 0.075
```
Forces are in eV/Å.

Computed properties:
- net charge = -1
- E_LUMO (alpha / beta) (eV) = 2.45 / 2.39
- spin multiplicity = 2

Record 2
Molecular formula: C21H60AsF6O9
Method: DFT, the ωB97M-V functional and the def2-TZVPD basis

```
97
Properties=species:S:1:pos:R:3:forces:R:3:lowdin_charge:R:1
As -0.694 0.089 0.558 -0.955 -0.644 -0.657 0.967
F -1.667 1.016 1.742 1.373 -0.745 -1.016 -0.251
F 0.036 1.598 0.047 -0.097 -0.852 0.633 -0.241
F 0.249 -0.750 -0.727 -0.673 0.539 1.708 -0.263
F -1.407 -1.476 1.090 0.655 1.789 -0.609 -0.265
F -2.014 0.352 -0.659 1.354 -0.499 1.420 -0.278
F 0.626 -0.180 1.750 -1.199 0.415 -1.110 -0.265
C 6.345 0.602 1.191 -0.178 0.334 -0.884 -0.044
C 4.961 0.135 1.615 -0.563 0.870 -0.922 -0.524
C 4.013 -0.443 0.543 0.480 -0.141 -0.550 -0.031
O 5.178 -0.797 2.593 0.472 -1.654 1.194 -0.054
H 6.937 -0.220 0.790 -0.059 -0.298 0.248 0.079
H 6.886 1.057 2.021 -0.117 -0.129 0.089 0.078
H 6.323 1.323 0.374 -0.240 0.241 0.023 0.061
H 4.388 0.913 2.119 0.164 0.930 -0.325 0.121
H 2.992 -0.587 0.895 0.073 0.149 0.342 0.053
H 4.358 -1.428 0.230 0.211 -0.105 0.014 0.082
H 3.931 0.147 -0.370 0.134 0.274 0.011 0.059
H 4.298 -0.919 2.956 -0.349 -0.465 0.692 0.036
C -3.393 -3.285 -0.998 0.221 0.317 0.228 -0.045
C -4.155 -4.531 -1.400 -0.922 0.519 0.626 -0.520
C -5.629 -4.277 -1.716 0.010 0.875 -0.262 -0.063
O -3.546 -5.085 -2.526 0.608 -0.713 -0.807 -0.043
H -3.769 -2.807 -0.093 -0.288 -0.110 -0.017 0.074
H -3.408 -2.534 -1.787 -0.220 -0.030 -0.152 0.081
H -2.337 -3.460 -0.793 -0.006 -0.380 -0.074 0.062
H -4.148 -5.297 -0.625 0.271 0.147 0.570 0.130
H -6.127 -3.764 -0.893 -0.169 -0.328 0.172 0.077
H -6.166 -5.168 -2.041 0.032 -0.240 0.426 0.070
H -5.722 -3.600 -2.565 0.261 0.182 -0.116 0.078
H -3.868 -5.989 -2.514 0.238 -0.194 -0.567 0.086
C 1.728 -2.907 3.387 -1.067 -0.931 0.047 -0.057
C 2.119 -1.883 4.419 0.992 -1.539 -0.228 -0.488
C 3.304 -2.418 5.217 -0.354 0.625 0.506 -0.053
O 2.586 -0.799 3.669 0.467 1.366 0.291 -0.069
H 0.851 -2.563 2.838 0.297 0.148 -0.529 0.069
H 1.420 -3.888 3.747 0.037 -0.030 0.597 0.078
H 2.607 -3.110 2.776 -0.197 0.310 -0.375 0.090
H 1.334 -1.583 5.114 -0.260 -0.032 -0.095 0.142
H 3.616 -1.598 5.864 0.320 -0.173 0.220 0.081
H 4.149 -2.725 4.602 -0.131 0.084 -0.198 0.081
H 2.986 -3.265 5.825 0.031 0.015 0.060 0.079
H 1.855 -0.430 3.169 -0.167 0.125 -0.276 0.061
C -4.316 3.138 -1.832 -0.119 -1.251 0.962 -0.048
C -5.424 2.534 -0.890 1.422 1.876 -0.864 -0.466
C -5.033 2.711 0.575 0.414 -0.954 0.088 -0.048
O -6.529 3.392 -1.075 -1.406 0.043 -0.139 -0.079
H -4.224 4.197 -1.589 0.465 -0.154 0.332 0.083
H -4.474 3.109 -2.910 -0.605 -0.369 -0.067 0.066
H -3.442 2.515 -1.640 0.549 0.596 -0.062 0.062
H -5.682 1.517 -1.183 0.155 -0.229 0.228 0.129
H -5.140 3.751 0.883 -0.288 -0.093 -0.089 0.088
H -4.006 2.431 0.810 0.217 -0.029 -0.441 0.068
H -5.595 2.025 1.208 -0.420 0.380 0.118 0.067
H -6.618 3.470 -2.028 -0.317 0.159 -0.051 0.075
C 2.346 3.376 1.607 -0.300 -1.155 -0.416 -0.058
C 3.653 3.938 1.193 0.466 -0.317 -0.399 -0.503
C 4.076 3.482 -0.234 -0.678 0.571 0.577 -0.041
O 3.494 5.343 1.300 0.766 0.475 -0.744 -0.047
H 2.180 3.542 2.671 -0.224 -0.200 -0.117 0.092
H 2.393 2.325 1.321 -0.327 -0.372 0.706 0.062
H 1.527 3.769 1.004 0.028 0.354 0.139 0.087
H 4.434 3.638 1.891 0.122 -0.231 0.188 0.126
H 3.443 4.034 -0.928 0.019 0.011 -0.225 0.074
H 3.871 2.424 -0.402 0.128 0.037 0.186 0.048
H 5.124 3.678 -0.463 0.056 0.090 0.114 0.075
H 4.079 5.653 0.604 0.013 0.787 0.102 0.074
C 0.304 3.104 -4.438 -0.370 -0.492 0.987 -0.043
C 0.492 2.420 -3.050 3.079 0.148 -1.036 -0.468
C 2.029 2.117 -2.783 -0.616 -1.008 -1.110 -0.050
O 0.181 3.269 -2.019 -1.510 1.526 0.602 -0.055
H 0.866 4.034 -4.516 0.406 -0.236 -0.011 0.073
H -0.726 3.396 -4.642 -0.242 -0.206 0.278 0.064
H 0.571 2.358 -5.187 0.274 0.261 -0.175 0.073
H -0.028 1.463 -3.032 -0.298 -0.016 0.083 0.105
H 2.144 1.659 -1.801 -0.152 0.030 0.139 0.050
H 2.711 2.966 -2.841 -0.490 0.365 -0.019 0.064
H 2.409 1.382 -3.492 0.012 -0.187 -0.137 0.069
H 0.379 2.821 -1.193 -0.192 0.001 0.046 0.035
C -4.585 -0.480 2.308 0.906 0.098 0.890 -0.169
O -3.779 0.432 3.060 -1.086 0.222 -0.050 -0.146
H -4.137 -1.443 2.551 -0.532 -0.573 -0.565 0.070
H -5.616 -0.435 2.659 0.038 0.033 0.018 0.072
H -4.545 -0.269 1.239 -0.026 -0.093 -0.110 0.064
H -2.993 0.573 2.528 0.127 0.115 0.195 -0.009
C 0.914 -3.960 -0.885 -1.556 0.095 -0.072 -0.161
O 1.401 -5.135 -1.491 0.860 -0.495 0.116 -0.119
H 1.590 -3.477 -0.179 0.476 -0.184 -0.561 0.079
H 0.542 -3.304 -1.672 0.413 0.594 0.217 0.061
H 0.033 -4.206 -0.292 -0.222 -0.023 0.298 0.066
H 0.755 -5.404 -2.149 0.023 0.038 0.020 0.071
C -0.772 -1.322 -3.553 -0.701 0.628 0.329 -0.177
O 0.585 -1.091 -3.283 0.334 -0.480 -0.636 -0.134
H -1.277 -1.938 -2.809 0.240 -0.544 0.037 0.054
H -1.316 -0.381 -3.465 -0.252 0.292 -0.372 0.063
H -0.929 -1.734 -4.550 0.273 -0.036 0.057 0.080
H 0.632 -0.874 -2.350 0.163 0.076 0.067 0.011
```
Forces are in eV/Å.

Computed properties:
- net charge = -1
- E_LUMO (eV) = 2.32